Density functional theory data (ωB97M-V/def2-TZVPD) for a molecular structure, C18H54BeO9S9 in a non-equilibrium geometry.

* energy above the lowest of the compared OMol25 structures with the same formula, charge and spin: 73.5 kcal/mol
* E_LUMO: -0.153 hartree
* gap between HOMO and LUMO: 8.910 eV
* HOMO energy: -13.07 eV
* F_max: 0.07227 hartree/bohr

ORCA input file:
```
! wB97M-V def2-TZVPD RIJCOSX def2/J DEFGRID3
* xyz 2 1
Be -18.3541 2.1554 -26.3375
C -21.8116 2.0928 -23.3256
S -20.6459 3.5544 -23.4978
O -19.5560 3.3347 -24.5141
C -21.7314 4.7232 -24.4604
H -22.3194 1.8358 -24.2553
H -22.5282 2.4494 -22.5858
H -21.2429 1.2754 -22.8823
H -22.0268 4.1880 -25.3629
H -21.1281 5.6177 -24.6154
H -22.5272 5.0103 -23.7731
C -14.6585 5.1946 -24.4972
S -16.3251 5.1215 -25.2032
O -16.7593 3.6633 -25.0921
C -17.3311 5.9998 -24.0224
H -13.9802 4.5878 -25.0971
H -14.5566 4.7743 -23.4967
H -14.3392 6.2275 -24.3585
H -18.3584 5.7219 -24.2584
H -17.2104 7.0805 -24.0978
H -17.0482 5.8414 -22.9817
C -14.8012 5.5136 -28.2505
S -15.6175 3.9985 -28.8398
O -16.4084 3.3291 -27.7065
C -16.8168 4.6608 -30.0921
H -15.4879 6.2998 -27.9369
H -14.2295 5.9300 -29.0799
H -14.0639 5.4558 -27.4497
H -17.3589 5.4848 -29.6280
H -17.5325 3.8467 -30.2063
H -16.3783 4.9301 -31.0530
C -22.7407 0.2139 -26.6093
S -22.1949 1.9340 -27.1683
O -20.7854 2.2474 -26.6423
C -21.9504 1.5005 -28.9602
H -21.9448 -0.4882 -26.8573
H -23.6039 -0.1637 -27.1575
H -23.0997 0.1277 -25.5837
H -21.5563 0.4853 -29.0071
H -21.2143 2.1504 -29.4332
H -22.9241 1.5504 -29.4476
C -16.5157 0.8928 -30.1035
S -18.3451 0.8241 -29.7846
O -18.6485 1.6655 -28.5937
C -18.4058 -0.9430 -29.2671
H -15.8818 0.9357 -29.2178
H -16.1668 1.7801 -30.6318
H -16.1872 0.0063 -30.6461
H -18.2649 -1.6623 -30.0739
H -19.3549 -1.2852 -28.8547
H -17.5334 -1.0446 -28.6214
C -20.4966 -1.6982 -24.3598
S -19.6087 -1.6161 -25.9526
O -19.2543 -0.1829 -26.3871
C -18.0705 -2.6247 -25.6581
H -21.4531 -1.2128 -24.5540
H -20.0375 -1.1247 -23.5546
H -20.5141 -2.7048 -23.9422
H -18.3957 -3.5209 -25.1299
H -17.5004 -2.0060 -24.9651
H -17.3764 -2.8343 -26.4720
C -14.8742 0.5614 -24.4030
S -15.0305 0.2483 -26.2572
O -16.4673 0.6506 -26.6080
C -13.9569 1.6845 -26.6850
H -13.8522 0.2467 -24.1921
H -15.5099 -0.0450 -23.7577
H -14.9857 1.6085 -24.1215
H -14.2845 2.6711 -26.3572
H -13.8893 1.6553 -27.7725
H -12.9544 1.5252 -26.2880
C -17.2087 2.7004 -22.0237
S -18.1826 1.2695 -22.7255
O -17.6441 1.1052 -24.1296
C -17.3659 -0.0707 -21.6489
H -16.1338 2.7983 -22.1753
H -17.2646 2.5143 -20.9511
H -17.7667 3.6292 -22.1425
H -17.6317 -1.0242 -22.1052
H -17.7193 -0.0838 -20.6178
H -16.3106 0.1900 -21.5689
C -20.6535 5.4664 -29.4014
S -19.8548 5.4160 -27.6678
O -18.9304 4.1810 -27.5466
C -18.7667 6.9690 -27.6229
H -21.3657 6.2912 -29.3763
H -21.2919 4.5846 -29.4560
H -19.8984 5.4568 -30.1874
H -18.1773 6.8889 -26.7095
H -19.2307 7.9540 -27.5714
H -17.9845 7.1123 -28.3683
*
```